The following is a DFT calculation (wB97M-V/def2-TZVPD) of a structure of composition C52H71As2B2F2N9O3PRb.

Properties
Charge: -2
HOMO: -1.0 eV
E_LUMO: 3.481 eV

Structure (XYZ):
```
143
Properties=species:S:1:pos:R:3:mulliken_charge:R:1
H 3.44780 -2.69134 5.71340 0.268
H 0.25741 5.49585 2.46176 0.301
H -3.49431 -2.15349 -4.85649 0.507
F 3.88453 -2.17546 -0.17190 -0.286
C -1.20646 4.58930 -0.47146 -0.182
H 2.45046 1.02631 -4.53501 0.496
N 2.21879 -1.29911 3.55731 0.509
H 5.43213 1.94369 2.80520 0.288
C -4.29824 0.55629 3.75118 -0.596
O -5.35706 -2.91394 -0.24206 -0.763
H 1.12649 -6.56830 1.86698 0.511
H 1.95609 -6.43155 4.35929 0.374
H -6.23943 1.61245 1.18199 0.410
C 2.58890 3.60394 0.82663 0.215
H 0.53043 -0.65440 -6.40292 0.235
C -0.74577 -2.96484 6.28877 -1.377
C -1.46272 -4.23042 -0.43129 -0.081
H -0.86424 3.33089 -3.34510 0.088
H 0.94502 3.44305 3.23177 0.339
H -3.12212 -4.14982 -1.77572 0.293
H -0.97772 0.07893 -5.84155 0.323
C 3.50055 -1.37267 4.00539 0.320
C -0.76089 4.48906 0.85889 -0.688
C -3.24640 0.09346 1.64953 0.421
H 2.72441 -2.73656 -3.48955 0.310
N -4.68543 -2.14707 -0.96067 0.886
Rb 0.03544 -0.66620 0.13520 0.955
H -1.58756 -3.02960 6.97849 0.426
H 3.89550 1.63743 -2.19607 0.152
C 1.01537 -5.50667 2.02879 -1.183
C 0.10718 0.11435 -5.75373 -1.851
H 3.15333 5.25746 -1.79992 0.151
H 1.58504 5.10587 -2.61298 0.181
N 0.41966 -3.36030 1.73978 0.428
C 0.61576 -3.04773 -3.98101 1.573
N -0.93068 -0.88752 3.26907 0.832
H -2.47087 2.69510 -3.72420 0.386
H -1.22520 5.83500 -2.22458 0.295
B 1.11119 -2.31763 3.94273 -1.460
H -1.88597 -3.47317 0.21999 0.849
H 5.20811 -0.04318 3.69084 0.390
C -2.15542 -0.70697 3.75432 -0.958
H 1.02104 -4.19251 -5.76370 0.448
H 1.64868 -2.54396 -5.82473 0.295
C -0.19588 6.79216 -0.62060 -0.745
C -4.00394 4.15030 -1.25666 -1.386
H 0.13539 -2.63544 6.84194 0.195
H 0.73539 7.53030 1.17039 0.425
C -0.25086 -4.84113 -0.10728 0.852
H -2.46164 -0.37580 1.07965 -0.743
H -4.29167 0.51716 4.83464 0.379
C 4.07248 -2.46666 4.84799 -1.600
As -1.15044 2.83348 1.86328 1.771
H 4.55985 3.14538 -1.55906 0.295
C -2.31059 -1.40123 4.97443 -0.998
C 2.41027 2.33297 1.35525 0.945
H 2.42849 -0.11687 -3.17056 -0.152
H -0.08284 -2.84189 -6.05274 0.260
C -1.86821 -1.54548 -3.60000 2.306
H -3.85431 5.18706 -1.56312 0.389
H -3.60309 3.57946 1.94290 0.074
H -3.52618 -0.24965 -3.12578 0.513
H -6.20127 1.53710 3.65920 0.311
H 3.91728 5.28392 0.60852 0.361
C -2.78144 3.60896 2.65383 -1.285
H -3.06623 3.02456 3.52604 0.462
N 0.99716 -3.50610 2.94841 0.716
N -0.29270 -1.69618 4.14498 0.143
C 0.80113 -3.15129 -5.49563 -1.814
H 4.53430 2.86230 -3.32179 0.298
P -0.04305 -1.46123 -3.24744 0.883
C 1.95771 -5.34299 4.41765 -1.352
C 2.62052 4.76824 -2.62160 -0.761
C 4.62680 2.40278 2.24588 -0.643
H -4.32360 0.68057 -0.09916 0.569
C 4.81358 3.66648 1.70666 -1.009
O -5.20294 -1.60789 -1.97433 -0.693
H 1.47305 1.80354 1.23222 0.021
N 0.66291 2.15801 -1.60369 0.405
C -2.47170 -0.15195 -3.38847 -1.407
C 1.61193 2.70224 -1.98374 -0.556
C -0.08544 5.56409 1.43460 -0.534
H 1.78817 -3.43510 -2.18320 0.039
C -0.89808 5.74066 -1.19530 -0.595
H -2.38193 0.45919 -4.29459 0.288
C -5.37225 1.13335 3.08917 -0.669
C -2.39911 -2.20196 -4.87337 -1.896
C -5.38658 1.19117 1.70076 -1.039
C -0.05482 3.08962 3.48025 -1.369
C 4.16731 -0.27473 3.52836 -1.057
H 0.02828 7.67729 -1.20375 0.371
F 4.17877 -0.21868 -1.14079 -0.244
H 5.75924 4.17795 1.84523 0.355
H 4.19147 -3.38405 4.26767 0.166
H -3.19178 -1.47787 5.59264 0.467
C -2.16777 -4.61934 -1.56172 -0.438
H -1.97366 0.37360 -2.56920 -0.027
H 1.77649 4.07605 0.28944 0.668
H -2.11530 -3.25693 -4.92850 0.279
H -0.02495 -6.95375 -2.75965 0.337
H -2.05559 -1.70556 -5.78419 0.270
H -2.58792 4.64078 2.94480 0.515
N 2.67246 3.32164 -2.48985 0.376
H 0.43692 1.08995 -6.13417 0.471
C 1.91759 -3.43851 -3.26473 -1.375
C 2.09730 0.04112 -4.20174 -1.288
C 1.35812 -4.79810 3.15823 0.585
As -2.30114 3.13704 -1.24397 1.409
H 3.08581 5.06299 -3.56439 0.385
H -0.14331 -3.77185 -3.67407 -0.621
C 0.20012 6.70975 0.70788 -0.654
H -0.54254 -3.96653 5.90264 0.161
C 0.26072 -5.81707 -0.96407 -0.685
H 2.23743 -4.44181 -3.57476 0.459
H -2.22267 -5.92489 -3.27058 0.349
C 0.57082 -0.04314 -4.30479 2.311
N 2.04368 -0.20383 2.79274 1.037
H 0.04660 2.10512 3.94107 0.095
C -4.31543 0.67542 0.98451 -0.138
C -0.43910 -6.19961 -2.09934 -0.562
C -3.22419 0.01662 3.04031 1.816
H 1.22005 -6.27007 -0.73739 0.419
C 3.21114 0.43071 2.77079 -0.175
C -1.10466 -2.02448 5.18181 0.293
H -4.68282 3.66069 -1.95726 0.434
C 0.41752 -4.55571 1.17465 -0.636
H -0.52837 3.77451 4.18519 0.510
H -2.26090 4.43793 -3.47920 0.569
H 5.05937 -2.16087 5.19589 0.448
B 3.17461 -1.10418 -0.67908 -0.171
H 2.57878 -0.71413 -4.83121 0.250
H 1.39165 -5.04167 5.30080 0.156
C 3.99479 2.70394 -2.38458 -0.760
H -4.46364 4.12759 -0.26882 0.231
H 2.98758 -5.01746 4.56342 0.100
H -2.21792 -2.15484 -2.76438 -1.287
H 1.44110 -2.78250 5.00013 -0.302
C 3.41571 1.72375 2.10083 0.448
O -3.46844 -1.93034 -0.68711 -0.228
C -1.66634 -5.61250 -2.39404 -0.577
C -1.93151 3.45034 -3.15251 -1.235
C 3.78573 4.28376 1.00686 -1.517
H 0.17435 0.80619 -3.73922 -1.448
```